Version i
A cluster of 2 separate species, C5H15N2 in total. Source: OMol25; level of theory: ωB97M-V/def2-TZVPD.

Geometry as XYZ:
```
22
Properties=species:S:1:pos:R:3:lowdin_charge:R:1
C -0.823 -0.199 1.081 0.016
N -0.106 -1.476 0.848 0.159
C -0.704 -2.700 1.317 0.041
C -0.384 0.950 0.035 -0.303
N -0.352 0.406 -1.188 0.381
C 1.683 2.250 -0.713 -0.047
C 1.113 1.418 0.432 -0.094
H -0.603 0.185 2.068 0.163
H -1.900 -0.315 0.934 0.169
H 0.052 -1.510 -0.151 0.148
H -0.040 -3.531 1.059 0.140
H -0.897 -2.631 2.388 0.134
H -1.633 -2.898 0.757 0.163
H -1.024 1.836 0.108 0.173
H -2.068 -2.573 -7.296 -0.004
H -1.139 0.693 -1.799 0.172
H -1.839 -2.160 -7.878 0.004
H 2.696 2.558 -0.482 0.111
H 1.691 1.628 -1.611 0.096
H 1.109 3.153 -0.927 0.108
H 1.066 1.945 1.377 0.141
H 1.710 0.509 0.531 0.129
```

For the HOMO energy (alpha / beta), the calculation gives -17.818 / -17.818 eV. The LUMO energy (alpha / beta) is -13.380 / -13.427 eV. For the molar mass, the calculation gives 103.19 g mol⁻¹. Its total charge is +2. As for the spin multiplicity: 2.

Version ii
The ion C5H15N2 with charge +2. Source: OMol25; level of theory: ωB97M-V/def2-TZVPD.

Geometry as XYZ:
```
22
Properties=species:S:1:pos:R:3:lowdin_charge:R:1
C -1.277 0.599 -1.087 -0.079
N 0.050 0.740 -1.658 0.131
C 0.350 -0.461 -2.561 0.048
C -1.058 -0.462 0.188 -0.062
N 0.368 -0.551 0.579 -0.040
C 1.038 0.603 1.311 -0.105
C 0.643 0.250 2.829 -0.030
H -1.690 1.602 -0.628 0.184
H -2.070 0.171 -1.742 0.179
H -0.037 1.557 -2.306 0.202
H -0.158 -1.338 -2.091 0.120
H -0.060 -0.409 -3.541 0.132
H 1.383 -0.593 -2.653 0.103
H -1.636 -0.115 1.016 0.123
H -1.368 -1.487 -0.106 0.150
H 0.471 -1.459 1.168 0.215
H 0.888 -0.767 -0.335 0.161
H 2.134 0.585 1.044 0.155
H 0.560 1.496 0.903 0.116
H 1.055 0.782 3.723 0.112
H 0.863 -0.879 2.969 0.106
H -0.450 0.135 2.979 0.080
```

For the HOMO energy (alpha / beta), the calculation gives -20.128 / -20.117 eV. The LUMO energy (alpha / beta) is -7.147 / -13.505 eV. For the molar mass, the calculation gives 103.19 g mol⁻¹. Its total charge is +2. As for the spin multiplicity: 2.

Version iii
The ion C5H15N2 with charge +2. Source: OMol25; level of theory: ωB97M-V/def2-TZVPD.

Geometry as XYZ:
```
22
Properties=species:S:1:pos:R:3:lowdin_charge:R:1
C 0.093 1.446 1.075 -0.048
C 0.074 1.159 -0.501 -0.158
C -1.201 0.302 -0.813 -0.233
C -1.320 -0.976 -0.125 -0.159
C -0.486 -2.185 -0.687 -0.096
N 0.840 -1.981 -1.229 0.345
N 1.613 1.351 1.661 0.191
H -0.568 0.870 1.609 0.068
H -0.227 2.583 1.181 0.182
H 0.985 0.695 -0.792 0.065
H 0.047 2.016 -1.205 0.139
H -2.061 1.037 -0.717 0.164
H -1.213 0.251 -1.926 0.142
H -2.385 -1.031 -0.035 0.142
H -1.117 -0.686 0.895 0.099
H -0.474 -2.916 0.191 0.169
H -1.058 -2.750 -1.418 0.159
H 1.593 -2.032 -0.619 0.122
H 1.037 -1.202 -1.888 0.170
H 2.137 2.220 1.421 0.179
H 2.110 0.582 1.187 0.148
H 1.582 1.248 2.733 0.208
```

For the HOMO energy (alpha / beta), the calculation gives -19.460 / -19.544 eV. The LUMO energy (alpha / beta) is -7.360 / -12.233 eV. For the molar mass, the calculation gives 103.19 g mol⁻¹. Its total charge is +2. As for the spin multiplicity: 2.

Version iv
A structure of composition C5H15N2. Source: OMol25; level of theory: ωB97M-V/def2-TZVPD.

Geometry as XYZ:
```
22
Properties=species:S:1:pos:R:3:lowdin_charge:R:1
C 1.739 1.664 -0.342 -0.028
C 1.439 1.247 1.106 -0.148
C -0.926 0.992 1.667 0.220
N 0.157 0.523 1.206 0.069
H 2.187 0.834 -0.894 0.087
H 0.799 1.958 -0.810 0.093
H 2.458 2.480 -0.372 0.113
H 2.246 0.640 1.522 0.154
H 1.358 2.126 1.758 0.164
H -1.805 0.358 1.783 0.146
H -0.981 2.033 1.991 0.165
H 0.128 -0.404 0.263 0.104
C -2.087 -1.244 -1.377 -0.036
C -0.563 -1.411 -1.580 -0.184
N 0.216 -1.487 -0.314 0.176
H -2.280 -0.458 -0.649 0.064
H -2.489 -0.931 -2.339 0.105
H -2.549 -2.203 -1.155 0.097
H -0.384 -2.314 -2.175 0.159
H -0.213 -0.510 -2.085 0.128
H -0.103 -2.263 0.277 0.181
H 1.214 -1.615 -0.519 0.172
```

For the HOMO energy (alpha / beta), the calculation gives -20.687 / -20.646 eV. The LUMO energy (alpha / beta) is -9.509 / -13.987 eV. For the molar mass, the calculation gives 103.19 g mol⁻¹. Its total charge is +2. As for the spin multiplicity: 2.

Stability comparison, relative energies in kcal/mol: version i 115.0; version ii 21.4; version iii 0.0; version iv 14.5

Version i
A cluster of 2 separate species, C7H10N2 in total. Source: OMol25; level of theory: ωB97M-V/def2-TZVPD.

Geometry as XYZ:
```
19
Properties=species:S:1:pos:R:3:lowdin_charge:R:1
C -1.747 -0.572 -0.738 -0.083
C -2.569 0.537 -0.943 -0.166
N -3.417 0.686 0.071 0.014
N -3.231 -0.358 0.828 -0.041
C -2.158 -1.106 0.469 -0.088
H -0.925 -0.782 -1.324 0.062
H -2.739 1.146 -1.806 0.092
H -3.769 -0.480 1.624 0.125
H -1.826 -1.968 0.909 0.081
C 1.438 -1.399 1.104 -0.026
C 1.777 -0.351 0.395 -0.114
C 2.110 0.546 -0.515 -0.191
C 3.135 1.588 -0.429 -0.105
H 0.858 -1.270 2.059 0.069
H 1.684 -2.435 0.907 0.051
H 1.333 0.726 -1.222 0.089
H 3.676 1.590 -1.302 0.035
H 2.593 2.576 -0.504 0.106
H 3.779 1.325 0.417 0.090
```

For the HOMO energy, the calculation gives -9.240 eV. The LUMO energy is 0.908 eV. For the molar mass, the calculation gives 122.17 g mol⁻¹. As for the SMILES: c1cn[nH]c1.C=C=CC.

Version ii
The molecule C7H10N2. Source: OMol25; level of theory: ωB97M-V/def2-TZVPD.

Geometry as XYZ:
```
19
Properties=species:S:1:pos:R:3:lowdin_charge:R:1
C 0.856 1.180 -2.597 -0.246
C 0.699 1.228 -0.508 -0.055
C 0.070 0.083 -0.941 -0.297
C 0.149 0.302 1.316 -0.071
C -0.485 -0.657 0.197 -0.275
C -0.821 1.111 2.088 -0.101
C 0.102 -2.074 0.474 -0.046
N 1.146 1.911 -1.552 0.051
N 0.094 0.106 -2.298 0.080
H 0.906 1.549 -3.671 0.136
H 1.090 0.020 1.730 0.096
H -1.492 -0.703 0.212 0.091
H -1.748 1.089 1.524 0.078
H -0.486 2.137 2.213 0.081
H -0.986 0.654 3.074 0.085
H -0.593 -2.778 0.046 0.064
H 0.281 -2.169 1.619 0.112
H 0.975 -2.239 -0.036 0.037
H 0.245 -0.751 -2.890 0.179
```

For the HOMO energy, the calculation gives -8.116 eV. The LUMO energy is 0.778 eV. For the molar mass, the calculation gives 122.17 g mol⁻¹.

Stability comparison, relative energies in kcal/mol: version i 0.0; version ii 25.5

Version i
A cluster of 2 separate species, C2HO2P in total. Source: OMol25; level of theory: ωB97M-V/def2-TZVPD.

Geometry as XYZ:
```
6
Properties=species:S:1:pos:R:3:lowdin_charge:R:1
O -0.363 -0.850 -2.013 0.200
C -1.388 -0.972 -2.506 -0.437
O -2.404 -1.105 -3.012 0.225
C 1.129 0.037 0.654 -0.557
P 2.610 -0.308 0.939 0.665
H 0.111 0.212 0.441 -0.096
```

For the HOMO energy, the calculation gives -10.107 eV. The LUMO energy is 0.484 eV. For the molar mass, the calculation gives 88.00 g mol⁻¹. As for the SMILES: O=C=O.C#P.

Version ii
The molecule C2HO2P. Source: OMol25; level of theory: ωB97M-V/def2-TZVPD.

Geometry as XYZ:
```
6
Properties=species:S:1:pos:R:3:lowdin_charge:R:1
C -1.019 -1.790 -1.787 -0.153
C -1.050 -0.680 -1.022 -0.816
O -0.797 -2.774 -2.383 0.213
O -1.951 0.097 -0.726 -0.031
P 0.634 -0.707 -0.294 0.907
H 0.214 0.106 0.787 -0.120
```

For the HOMO energy (alpha / beta), the calculation gives -9.131 / -9.119 eV. The LUMO energy (alpha / beta) is -1.791 / -1.534 eV. For the molar mass, the calculation gives 88.00 g mol⁻¹.

Stability comparison, relative energies in kcal/mol: version i 0.0; version ii 51.4

Version i
The molecule C20H21N5O2S. Source: OMol25; level of theory: ωB97M-V/def2-TZVPD.

Geometry as XYZ:
```
49
Properties=species:S:1:pos:R:3:lowdin_charge:R:1
C 3.124 2.318 6.139 -0.089
O 2.658 1.014 5.887 -0.085
C 2.374 0.661 4.604 -0.280
C 2.512 1.490 3.495 -0.013
C 2.209 1.014 2.233 -0.008
C 1.771 -0.293 2.042 -0.236
N 1.485 -0.698 0.737 0.138
C 1.556 -1.909 0.162 -0.420
N 2.014 -2.979 0.862 0.164
N 1.158 -2.151 -1.066 0.147
C 0.694 -1.189 -1.882 -0.377
N 0.751 0.097 -1.613 0.112
C 0.239 0.972 -2.507 -0.364
C 0.189 2.383 -2.027 -0.370
S -0.965 2.462 -0.583 0.909
C -2.152 1.272 -1.186 -0.561
C -2.932 1.576 -2.290 -0.105
C -3.713 0.593 -2.865 -0.039
C -3.730 -0.698 -2.348 -0.276
C -4.505 -1.774 -3.041 -0.045
C -2.985 -0.969 -1.207 -0.038
C -2.199 0.008 -0.623 -0.105
C -0.297 0.587 -3.697 0.041
C -0.384 -0.809 -4.033 -0.467
O -0.885 -1.294 -5.028 0.044
N 0.162 -1.636 -3.049 0.207
C 1.593 -1.109 3.160 -0.031
C 1.898 -0.637 4.419 0.002
H 4.072 2.512 5.627 0.096
H 3.279 2.372 7.215 0.093
H 2.388 3.072 5.841 0.096
H 2.850 2.509 3.599 0.105
H 2.310 1.666 1.378 0.116
H 1.213 0.023 0.045 0.097
H 2.630 -2.811 1.640 0.094
H 2.173 -3.805 0.310 0.108
H -0.164 3.064 -2.799 0.077
H 1.147 2.717 -1.634 0.075
H -2.907 2.572 -2.708 0.111
H -4.301 0.823 -3.741 0.117
H -3.953 -2.101 -3.923 0.085
H -5.474 -1.404 -3.372 0.080
H -4.655 -2.633 -2.391 0.075
H -2.999 -1.962 -0.782 0.112
H -1.602 -0.212 0.250 0.100
H -0.710 1.296 -4.395 0.122
H 0.123 -2.636 -3.197 0.160
H 1.177 -2.099 3.052 0.107
H 1.763 -1.261 5.288 0.120
```

For the HOMO energy, the calculation gives -8.085 eV. The LUMO energy is 0.558 eV. For the molar mass, the calculation gives 395.49 g mol⁻¹. As for the SMILES: COc1ccc(N/C(N)=N\c2nc(CSc3ccc(C)cc3)cc(=O)[nH]2)cc1.

Version ii
The molecule C20H21N5O2S. Source: OMol25; level of theory: ωB97M-V/def2-TZVPD.

Geometry as XYZ:
```
49
Properties=species:S:1:pos:R:3:lowdin_charge:R:1
C -1.494 -2.738 -1.128 -0.077
C -2.703 -2.017 -0.662 -0.623
N -2.702 -0.956 0.060 0.117
C -3.959 -0.520 0.351 -0.361
C -4.140 0.729 1.171 -0.309
C -3.865 0.456 2.645 -0.033
N -3.225 1.754 0.701 0.098
C -3.231 2.133 -0.593 -0.508
O -4.135 1.890 -1.366 0.073
C -1.981 2.907 -1.006 -0.087
C -0.898 1.919 -1.452 -0.084
C -0.346 1.129 -0.326 -0.339
N -0.465 1.352 0.942 0.078
N 0.210 0.376 1.590 0.121
C 0.716 -0.393 0.688 -0.339
C 1.610 -1.559 0.892 -0.048
C 3.026 -1.067 0.936 -0.173
C 3.818 -0.939 2.039 -0.040
N 5.032 -0.418 1.686 0.082
C 5.043 -0.185 0.341 -0.210
C 6.035 0.338 -0.478 -0.023
C 5.753 0.464 -1.821 -0.099
C 4.515 0.078 -2.343 -0.098
C 3.528 -0.445 -1.538 -0.025
C 3.785 -0.582 -0.173 -0.126
O 0.404 0.031 -0.560 0.116
C -4.955 -1.283 -0.171 -0.345
S -4.307 -2.603 -1.060 1.042
H -1.075 -3.327 -0.311 0.085
H -1.745 -3.407 -1.947 0.071
H -0.741 -2.026 -1.457 0.066
H -5.165 1.088 1.025 0.151
H -4.553 -0.296 3.023 0.082
H -3.987 1.369 3.222 0.080
H -2.845 0.095 2.764 0.077
H -2.336 1.806 1.192 0.094
H -1.615 3.512 -0.179 0.117
H -2.240 3.549 -1.849 0.122
H -1.307 1.226 -2.193 0.134
H -0.073 2.460 -1.927 0.129
H 1.479 -2.262 0.067 0.122
H 1.352 -2.036 1.837 0.130
H 3.599 -1.189 3.059 0.125
H 5.791 -0.230 2.318 0.157
H 6.992 0.636 -0.074 0.107
H 6.501 0.868 -2.487 0.098
H 4.336 0.195 -3.402 0.098
H 2.575 -0.738 -1.951 0.105
H -6.013 -1.139 -0.097 0.072
```

For the HOMO energy, the calculation gives -8.150 eV. The LUMO energy is 0.656 eV. For the molar mass, the calculation gives 395.49 g mol⁻¹. As for the SMILES: Cc1nc([C@@H](C)NC(=O)CCc2nnc(Cc3c[nH]c4ccccc34)o2)cs1.

Stability comparison, relative energies in kcal/mol: version i 0.0; version ii 12.6